Record 1
25
Properties=species:S:1:pos:R:3 method="wB97M-V/def2-TZVPD" charge=+1 gap_ev=10.2 homo_ha=-0.489 e_above_lowest_kj_mol=133.6 energy_ha=-348.039945
C -1.3610 -1.6448 1.1005
C -1.7436 -0.7409 0.1365
C -2.5839 0.5544 0.3367
C -0.6312 -2.9714 0.8535
H -1.5699 -1.4328 2.1476
H -1.4185 -0.9356 -0.9141
H -2.0765 1.4064 -0.0443
H -3.4991 0.4344 -0.2237
H -2.8293 0.6907 1.3626
H -0.2425 -3.1151 -0.1654
H -1.2924 -3.7679 1.0858
H 0.1908 -3.0788 1.5229
N 1.3512 -0.5328 -0.0687
C 1.3539 0.6359 -1.0707
C 1.5684 1.9194 -0.2804
N 1.9644 2.9768 -1.1661
H 2.0811 -0.4156 0.5769
H 0.4420 -0.6023 0.4037
H 1.4659 -1.4273 -0.5975
H 2.1816 0.4058 -1.7475
H 0.4141 0.6128 -1.6296
H 0.6158 2.1088 0.2743
H 2.3095 1.7744 0.5011
H 1.1857 3.2665 -1.7700
H 2.1232 3.8791 -0.6240


Record 2
25
Properties=species:S:1:pos:R:3 method="wB97M-V/def2-TZVPD" charge=+1 gap_ev=11.5 homo_ha=-0.544 e_above_lowest_kj_mol=12.8 energy_ha=-348.085961
C -2.1548 1.1581 0.3544
C -1.5057 -0.2053 0.6098
C -0.5084 -0.1253 1.7707
C -0.2670 -1.4518 2.5086
H -2.8147 1.4471 1.1726
H -2.7143 1.2110 -0.5807
H -1.4111 1.9674 0.3538
H -1.0097 -0.6137 -0.2793
H -2.3218 -0.9011 0.8066
H -0.9165 0.5674 2.5108
H 0.4490 0.3027 1.4505
H -1.2169 -1.9162 2.7499
H 0.3082 -1.2990 3.4183
H 0.3386 -2.1126 1.8835
C 2.7124 -0.7999 -1.1559
N 1.5008 0.0202 -1.2165
C 1.0346 0.5803 -2.2841
N -0.0136 1.3698 -2.3309
H 2.4947 -1.7332 -0.6483
H 3.4787 -0.2807 -0.5862
H 3.0738 -0.9834 -2.1627
H 0.9892 0.1039 -0.3507
H 1.4945 0.4264 -3.2557
H -0.6271 1.5421 -1.5445
H -0.3932 1.7257 -3.1940


Record 3
25
Properties=species:S:1:pos:R:3 method="wB97M-V/def2-TZVPD" charge=+1 gap_ev=4.3 homo_ha=-0.460 e_above_lowest_kj_mol=600.6 energy_ha=-347.862106
C 2.1167 -1.9522 -0.4075
N 0.2610 0.4500 0.2832
C -0.6982 1.4619 0.3227
C -0.5929 2.4827 1.5047
C -1.5028 3.6756 1.1141
C 0.8777 -2.7066 0.1251
N -0.2170 -2.9001 -0.8452
C -0.3813 -1.8398 -1.7813
H 1.7061 -1.0661 -0.8823
H 2.8801 -2.4688 -0.9705
H 1.1118 0.8802 -0.1178
H -0.8344 2.0640 -0.5970
H -1.6841 0.9878 0.4367
H 0.4588 2.7870 1.4653
H -0.9037 2.0548 2.4473
H -1.6184 4.3644 1.9530
H -1.1685 4.2107 0.2344
H -2.5008 3.2622 0.9406
H 1.1874 -3.6749 0.5127
H 0.4167 -2.0964 0.8885
H 2.6055 -1.5819 0.4971
H -0.3224 -3.8520 -1.1273
H 0.3762 -1.8705 -2.5770
H -0.1674 -0.8573 -1.2716
H -1.4062 -1.8144 -2.1478


Record 4
26
Properties=species:S:1:pos:R:3 method="wB97M-V/def2-TZVPD" charge=+1 gap_ev=9.0 homo_ha=-0.474 e_above_lowest_kj_mol=81.7 energy_ha=-423.328613
C 2.5846 0.7838 1.3060
C 2.4471 0.8898 -1.2220
C 0.2131 -1.6199 -0.0420
C -4.2715 -0.6510 0.0614
C 2.1521 0.0376 0.0315
C 0.6725 -0.2385 0.0582
N -0.1943 0.7218 0.1235
N -3.7518 0.6791 -0.2491
O 2.7823 -1.2150 -0.0521
H 2.3712 0.1824 2.1853
H 2.0894 1.7452 1.4024
H 3.6576 0.9578 1.2649
H 2.0106 0.4316 -2.1057
H 3.5233 0.9445 -1.3696
H 2.0659 1.8996 -1.1117
H 0.7006 -2.2215 0.7265
H 0.5780 -2.0467 -0.9790
H -0.8685 -1.7048 0.0192
H -5.3642 -0.7209 0.0361
H -3.8710 -1.3618 -0.6610
H -3.9361 -0.9309 1.0605
H 0.0852 1.6937 0.1932
H -1.1991 0.5377 0.0808
H -4.0854 0.9679 -1.1650
H -4.1316 1.3460 0.4184
H 3.7400 -1.1073 -0.0106


Record 5
26
Properties=species:S:1:pos:R:3 method="wB97M-V/def2-TZVPD" charge=+1 gap_ev=10.4 homo_ha=-0.475 e_above_lowest_kj_mol=423.7 energy_ha=-423.198343
C -0.7075 0.9442 -1.9409
C -1.4554 -1.5839 0.8127
C -1.9471 0.7710 0.7062
C 2.0029 0.5410 1.6939
C -0.7577 -0.4466 -1.2569
C 1.9199 -0.7801 -0.2735
N -0.9784 -0.2771 0.2971
N 2.7113 -0.1641 0.6673
O 2.6221 -1.5355 -1.1067
H -0.1751 1.7408 -1.4060
H -1.7271 1.2979 -2.0879
H -0.3223 0.8045 -3.0522
H -2.3979 -1.6698 0.4623
H -0.8678 -2.4410 0.4737
H -1.4638 -1.5144 1.9521
H -3.0244 0.6112 0.5191
H -1.5920 1.1161 1.6464
H -1.8270 1.6091 -0.0140
H 2.6305 1.0583 2.4620
H 1.4152 1.3841 1.3193
H 1.1753 -0.0753 2.1550
H -1.4184 -1.1162 -1.5854
H 0.2810 -0.9705 -1.1879
H 0.0909 -0.2024 0.5095
H 3.7774 -0.4213 0.8530
H 2.1598 -2.0289 -1.8213


Record 6
27
Properties=species:S:1:pos:R:3 method="wB97M-V/def2-TZVPD" gap_ev=7.9 homo_ha=-0.273 e_above_lowest_kj_mol=285.9 energy_ha=-764.842807
C 1.8731 -0.5027 -1.2624
C 2.2757 1.5898 0.1743
C 1.3720 -0.5675 1.2658
C -1.3992 -1.3677 -0.6325
C -2.3924 -0.8716 1.3991
C 1.5845 0.2829 0.0097
N -1.4085 1.5047 -1.5709
N -1.8260 -0.3024 0.2282
O -1.3874 2.0838 1.0269
P -0.9907 1.1155 0.0113
H 1.6355 0.1430 -2.1853
H 2.8018 -0.9813 -1.4125
H 1.0301 -1.2105 -1.1711
H 3.3153 1.2894 0.1163
H 2.0151 2.1204 1.1429
H 2.0215 2.3360 -0.5475
H 0.5189 -0.1489 1.8366
H 1.0203 -1.6337 1.0173
H 2.1459 -0.4553 1.9914
H -0.7215 -1.0481 -1.5081
H -0.8676 -2.0122 -0.0329
H -2.2308 -1.9809 -0.9685
H -1.7762 -1.6794 1.6876
H -2.4779 -0.1769 2.1146
H -3.4276 -1.2273 1.1212
H -1.9620 2.3765 -1.5957
H -0.7419 1.3245 -2.2559


Record 7
26
Properties=species:S:1:pos:R:3 method="wB97M-V/def2-TZVPD" gap_ev=9.3 homo_ha=-0.309 e_above_lowest_kj_mol=247.1 energy_ha=-402.980038
C 1.9655 1.8923 0.5857
C 1.0775 1.6861 -0.6224
C 0.0628 2.7793 -0.8670
N 0.6533 0.3738 -0.9873
N 1.6205 1.0683 -1.8018
H 1.3582 1.9697 1.4866
H 2.5395 2.8119 0.4764
H 2.6594 1.0603 0.7098
H -0.5182 2.5290 -1.7486
H 0.5636 3.7318 -1.0254
H -0.6025 2.8678 -0.0108
H 1.0091 -0.3819 -0.3934
H 2.5780 0.7336 -1.6654
C -1.0668 -1.2487 1.7327
N -0.7071 -1.5747 0.3717
C -0.5583 -2.9993 0.1837
C -1.7162 -1.0139 -0.6072
H -2.0427 -1.6682 2.0312
H -1.1119 -0.1647 1.8392
H -0.3090 -1.6345 2.4175
H -0.2299 -3.1927 -0.8325
H 0.1972 -3.3862 0.8681
H -1.4971 -3.5548 0.3588
H -1.8346 0.0585 -0.4908
H -2.6994 -1.4638 -0.4004
H -1.3906 -1.2793 -1.6081


Record 8
26
Properties=species:S:1:pos:R:3 method="wB97M-V/def2-TZVPD" charge=+2 gap_ev="7.6 / 9.4" homo_ha="-0.631 / -0.647" e_above_lowest_kj_mol=407.6 energy_ha=-402.253069
C 2.2314 -0.0787 -0.0584
C 4.4911 0.7711 0.5993
C -2.7291 -1.3776 0.4355
C -2.6191 1.0072 0.5852
C -1.8792 -0.0458 -1.4494
C -0.6640 -0.0537 0.7544
N 2.5543 -1.3054 -0.4437
N 3.0892 0.9294 0.0331
N -1.9182 -0.1208 -0.0174
H 5.0992 1.0577 -0.3283
H 4.8228 -0.1955 0.8534
H 4.7148 1.4964 1.3926
H -3.6888 -1.5633 -0.1665
H -2.0785 -2.1189 0.0427
H -3.0633 -1.4676 1.4367
H -2.3749 1.9808 0.2267
H -3.6570 0.8126 0.2546
H -2.5806 1.0003 1.6561
H -1.4178 -1.0016 -1.7539
H -2.7884 -0.0977 -2.0572
H -1.2520 0.7465 -1.6772
H -0.7141 -0.4533 1.7333
H -0.0535 0.7906 0.5299
H 1.9576 -2.1824 -0.2219
H 3.4948 -1.5991 -0.9693
H 2.6914 1.9457 0.1575


Record 9
27
Properties=species:S:1:pos:R:3 method="wB97M-V/def2-TZVPD" charge=+1 gap_ev=9.6 homo_ha=-0.477 e_above_lowest_kj_mol=46.9 energy_ha=-744.084285
C 2.1714 0.0372 0.8657
C -2.3321 -1.9968 -0.4953
C -1.6387 -0.7416 1.4144
C 0.6572 2.3526 -0.6223
C -1.7316 1.7873 -0.5154
C 1.8717 -1.9607 -0.9006
N -1.6497 -1.0826 0.0331
N -0.2756 1.2448 -0.4056
N 1.3389 -0.7088 -0.5657
P -0.0215 -0.1561 -1.3025
H 1.3789 0.6912 1.3119
H 3.1071 0.5103 0.6461
H 2.4350 -0.9182 1.4450
H -3.1534 -2.5982 -0.1029
H -2.1377 -2.1605 -1.5417
H -0.8780 -1.3839 2.0784
H -1.0947 0.1842 1.5265
H -2.6507 -0.8121 1.8005
H 0.5597 2.6896 -1.5956
H 0.3547 3.1250 -0.0017
H 1.6859 2.1831 -0.4288
H -2.3969 0.9377 -0.2636
H -1.8368 2.4468 0.3364
H -2.0037 2.2325 -1.4794
H 2.8708 -2.3045 -0.5796
H 1.9511 -2.1945 -1.9657
H 1.2236 -2.7724 -0.5493


Record 10
28
Properties=species:S:1:pos:R:3 method="wB97M-V/def2-TZVPD" charge=+1 gap_ev=11.0 homo_ha=-0.490 e_above_lowest_kj_mol=50.1 energy_ha=-532.888300
C -1.3710 1.9588 -1.1375
C 0.1292 1.7392 -1.4325
C -2.0975 0.6436 -1.1113
O -1.9115 -0.2167 -0.2353
N -3.1255 0.4986 -1.9699
H -1.4543 2.3141 -0.1011
H -1.7023 2.7112 -1.8179
H 0.2352 1.7698 -2.5632
H 0.6456 0.8297 -1.1252
H -3.8353 -0.2124 -1.8664
H -3.0216 0.9328 -2.8755
H 0.8024 2.5079 -1.0866
C 0.7500 0.3171 1.8145
C 2.2307 0.5616 1.7732
C 0.6424 -2.0593 0.5591
N 0.2209 -0.9273 1.1395
N 1.8968 -2.4298 0.8685
N -0.2462 -2.7558 -0.1829
H 0.2847 0.4326 2.8056
H 0.1716 1.0656 1.1583
H 2.8246 -0.2020 2.3428
H 2.3912 1.5851 2.1693
H -0.7600 -0.7129 0.8951
H 2.5420 -1.7896 1.3138
H 2.2599 -3.3806 0.8203
H -1.1463 -2.3142 -0.1614
H 0.0683 -3.5353 -0.7347
H 2.5761 0.6683 0.7412


Record 11
25
Properties=species:S:1:pos:R:3 method="wB97M-V/def2-TZVPD" gap_ev=9.4 homo_ha=-0.313 e_above_lowest_kj_mol=102.2 energy_ha=-368.761922
C -0.4586 2.7493 0.6203
C -0.9912 1.4726 1.2499
C -1.5444 0.5235 0.1493
C -0.4526 -0.0943 -0.7295
N -0.1762 -1.4548 -0.2598
C -1.0383 -2.5357 -0.7131
C -0.7484 -3.1718 -2.0790
H -0.8372 3.6544 1.0866
H 0.6072 2.8637 0.6814
H -0.8345 2.9538 -0.3855
H -0.1805 0.9661 1.7776
H -1.8286 1.5946 1.9339
H -2.2339 -0.1853 0.6045
H -2.1395 1.2168 -0.4544
H 0.4202 0.4561 -0.4727
H -0.6159 -0.0490 -1.8092
H 0.7897 -1.7141 -0.4100
H -1.0304 -3.2806 0.0848
H -2.0414 -2.1272 -0.7857
H -1.3519 -4.0672 -2.1529
H 0.3275 -3.3093 -2.2158
H -0.9807 -2.4484 -2.8649
O 5.8919 2.2937 2.1402
H 5.9550 1.3456 1.9815
H 5.4927 2.3474 3.0225


Record 12
25
Properties=species:S:1:pos:R:3 method="wB97M-V/def2-TZVPD" gap_ev=10.0 homo_ha=-0.334 e_above_lowest_kj_mol=67.6 energy_ha=-368.775097
C 1.3043 -2.3233 -1.1235
C 0.2566 -1.3934 -1.7481
C -0.5402 -0.6523 -0.6401
C 0.1387 0.6097 -0.1054
C -0.6198 1.9016 -0.3177
C -1.8244 2.0802 0.5915
N -1.4881 2.2854 2.0009
H 0.9374 -3.2336 -0.6604
H 1.9758 -1.8553 -0.4131
H 1.9054 -2.7301 -1.9541
H -0.4800 -2.0301 -2.2447
H 0.8399 -0.6287 -2.2509
H -0.8406 -1.2939 0.1892
H -1.4975 -0.3669 -1.1068
H 0.3747 0.5021 0.9557
H 1.1483 0.7497 -0.5227
H -0.9673 1.9314 -1.3537
H -0.0438 2.8343 -0.2611
H -2.4295 2.9378 0.2788
H -2.4916 1.2086 0.5675
H -1.2236 1.4381 2.4735
H -0.7923 3.0022 2.1513
O 2.3347 -1.4867 2.0952
H 2.2081 -2.4332 2.0022
H 1.8148 -1.0539 1.3964


Please write out number 3 again, unchanged.
25
Properties=species:S:1:pos:R:3 method="wB97M-V/def2-TZVPD" charge=+1 gap_ev=4.3 homo_ha=-0.460 e_above_lowest_kj_mol=600.6 energy_ha=-347.862106
C 2.1167 -1.9522 -0.4075
N 0.2610 0.4500 0.2832
C -0.6982 1.4619 0.3227
C -0.5929 2.4827 1.5047
C -1.5028 3.6756 1.1141
C 0.8777 -2.7066 0.1251
N -0.2170 -2.9001 -0.8452
C -0.3813 -1.8398 -1.7813
H 1.7061 -1.0661 -0.8823
H 2.8801 -2.4688 -0.9705
H 1.1118 0.8802 -0.1178
H -0.8344 2.0640 -0.5970
H -1.6841 0.9878 0.4367
H 0.4588 2.7870 1.4653
H -0.9037 2.0548 2.4473
H -1.6184 4.3644 1.9530
H -1.1685 4.2107 0.2344
H -2.5008 3.2622 0.9406
H 1.1874 -3.6749 0.5127
H 0.4167 -2.0964 0.8885
H 2.6055 -1.5819 0.4971
H -0.3224 -3.8520 -1.1273
H 0.3762 -1.8705 -2.5770
H -0.1674 -0.8573 -1.2716
H -1.4062 -1.8144 -2.1478